# 1
Entry from the Open Molecules 2025 dataset: 2 unconnected molecules or ions with the total composition C23H25Br2NO2 at a distorted geometry (the ωB97M-V functional and the def2-TZVPD basis).

Atoms and positions in Å:
C: -3.00633 -0.22167 -4.50514
H: 0.22953 3.02798 -2.88072
H: -2.56658 -4.27702 1.04721
C: 2.15488 -1.44268 1.85115
C: 3.65760 -1.78144 1.86540
O: 0.58848 6.00882 0.57802
C: 0.02002 -2.82858 1.86273
H: 4.18040 -1.25165 2.67094
C: 0.19794 3.22605 -1.82281
C: -2.14974 -1.20238 -3.88373
H: -0.66670 -1.64091 -2.47951
H: 4.26257 -3.77088 1.17077
H: -0.13993 7.09301 -1.01287
H: 1.84928 -0.91723 2.76133
C: 0.21372 3.68002 0.90506
H: 0.79130 7.99518 0.20049
H: -0.37363 -4.92908 1.55592
Br: -4.07267 2.37602 -4.73954
C: 3.76315 -3.31697 2.03491
C: -2.26994 -2.26577 1.83511
C: -2.87967 1.13381 -4.02716
H: 4.14151 -1.45733 0.93642
H: 1.88211 -0.80605 1.00313
C: -0.71451 -4.10401 2.19245
H: -2.89037 -1.95632 0.98400
C: -2.21149 -3.80075 1.97101
H: 1.64207 6.92045 -0.92939
C: -1.98305 1.46967 -3.08834
H: 2.13741 -4.71391 1.53273
C: -0.30497 0.80857 -1.41308
C: 0.01430 2.41443 0.43871
C: -0.84755 -1.81710 1.66622
H: -0.55412 -0.82066 1.39129
C: 0.43107 4.48723 -1.35589
O: -3.80134 -0.52206 -5.38338
H: 0.10435 -0.01258 -0.84535
C: -0.03209 2.14837 -0.94287
H: 4.37215 -3.58797 2.90547
H: -0.15301 1.60122 1.12404
N: 1.42259 -2.73086 1.77867
H: 0.62878 5.28349 -2.05063
Br: -2.38052 -2.94263 -4.51514
H: -2.70083 -1.79887 2.73183
C: 0.72729 7.05675 -0.35179
C: 2.32301 -3.84235 2.16900
H: -0.51233 -4.39730 3.23207
C: -1.13127 0.48840 -2.47525
C: 0.42209 4.75811 0.02402
H: -2.84919 -4.17865 2.77972
H: -1.96489 2.48335 -2.73276
C: -1.27120 -0.87185 -2.92255
H: 0.17983 3.88343 1.96108
H: 2.09050 -4.13685 3.19701

## Properties
SMILES ... COc1ccc(C=C2C=C(Br)C(=O)C(Br)=C2)cc1.C1=C(N2CCCC2)CCC1
Orbital gap ... 6.219 eV
Energy ... -169924.7385 eV
Lowest unoccupied orbital energy ... -1.23 eV
F_max ... 1.95 eV/Å
Net charge ... 0

---

# 2
Entry from the Open Molecules 2025 dataset: a molecular structure, C23H25CuF3N2O4PS2Sb (the ωB97M-V functional and the def2-TZVPD basis).

Atoms and positions in Å:
H: 5.05268 4.80506 -1.32169
H: -1.76799 -2.89477 4.40556
O: -3.86834 4.40452 -2.65750
S: 1.15454 1.74733 -0.28049
H: 1.83396 -0.79093 -0.90759
N: -3.38949 3.26116 -0.78571
F: 0.67145 -2.76116 5.24245
H: 2.32698 1.85481 4.23519
C: -3.47885 -4.75483 -0.33529
H: 2.37932 4.05343 3.11950
H: -1.48419 -4.07256 -0.00774
H: 2.21714 -1.71535 3.46308
H: 3.07053 4.32675 -2.77184
C: 1.96154 -3.10840 -3.32242
H: -6.11886 -2.81036 -1.19300
H: 3.98054 3.30002 3.04108
Sb: -1.31174 -0.87447 -0.41234
O: 2.44193 4.35015 -0.86379
H: -4.19543 3.75280 -0.42428
H: 1.35554 1.73814 2.75995
C: 1.47866 -1.55998 -1.58718
C: -2.99018 3.81668 -2.03660
H: -2.69167 2.11053 0.67563
C: 0.63118 -3.44003 -3.44809
H: 1.49099 -0.93855 1.23900
H: 4.87633 3.22595 -0.54959
F: -5.72691 -5.31611 -0.73549
N: -2.39817 2.92441 0.15296
O: -1.77451 3.62140 -2.39041
H: 2.90737 2.72482 -2.05477
C: 2.36666 1.88739 3.14225
Cu: -0.52370 2.80353 -1.17042
H: -1.33141 -3.08312 -2.70676
C: -1.47649 -2.06936 2.42318
S: 0.44910 4.78040 1.17294
C: 0.75803 -1.39585 1.89616
C: 3.25473 3.74274 -1.87171
C: -0.57390 -1.53632 1.49822
H: 3.46254 -1.92686 -2.36812
C: 4.71446 3.77925 -1.47525
H: 2.98581 1.05812 2.79164
H: -4.35626 -1.06446 -1.07357
C: -0.28610 -2.81820 -2.60718
C: -5.09887 -3.06157 -0.93440
C: 2.41045 -2.17477 -2.41441
F: 2.86394 -3.71625 -4.13215
H: 0.32522 -4.16661 -4.18922
C: -2.78163 -2.43274 -0.52890
C: -2.49520 -3.77868 -0.26895
H: -2.15897 3.68854 0.77926
H: -2.52134 -2.18745 2.16192
C: 2.94480 3.21329 2.71186
C: -4.76321 -4.36732 -0.66767
H: -3.26866 -5.79769 -0.13634
C: 0.25877 -2.35021 4.01751
C: -4.09416 -2.09563 -0.86102
P: 1.73022 3.58017 0.34089
O: 3.01373 3.35376 1.29994
C: 0.12003 -1.88188 -1.65358
H: 5.32316 3.32952 -2.26581
C: -1.07199 -2.47848 3.68909
C: 1.18590 -1.81372 3.15201

## Properties
Orbital gap ... 7.124 eV
Energy ... -125721.1955 eV
Lowest unoccupied orbital energy ... 2.36 eV
Energy relative to the best compared isomer or geometry (same formula, charge and spin) ... 0.236 eV
F_max ... 0.61 eV/Å
Net charge ... -1

---

# 3
Entry from the Open Molecules 2025 dataset: a molecular structure, C23H25F2N6O2Ru (the ωB97M-V functional and the def2-TZVPD basis).

Atoms and positions in Å:
O: -2.88686 -2.97010 -0.28629
C: 1.41852 -1.53817 -0.52807
H: 0.04560 -3.58651 -0.87671
F: 1.82907 1.04460 -1.84272
C: -4.14826 1.66634 -0.08288
O: -1.35634 -1.37096 -0.54615
C: 1.69291 0.40936 1.58667
C: -2.10316 1.81597 1.17642
C: -1.93963 -2.25919 0.12280
H: 1.82306 2.59161 4.23130
H: -2.22907 -2.28382 2.21281
H: 0.67606 2.25054 -0.78286
C: 2.13498 1.82961 3.52839
H: 4.79188 -0.15405 2.87254
H: 0.62191 -2.28089 1.82907
H: -0.30304 -1.37509 2.82223
C: -2.87613 1.22411 0.15132
C: -0.11805 -4.61173 -0.55238
H: -4.73070 1.20949 -0.87234
N: -0.82982 1.36040 1.41427
N: -0.24261 -1.75169 1.88438
C: -2.65537 2.87432 1.92980
Ru: 0.23647 -0.15893 0.31880
H: 3.30866 -0.89506 1.05451
C: 3.39467 1.26874 3.66232
H: -2.44488 0.43544 -0.44715
C: -1.84365 3.46898 2.92189
C: -0.08223 1.93999 2.34663
N: -0.92358 -7.28398 -1.35659
H: 0.92843 -4.32816 1.27125
C: -0.04077 -4.73399 0.96834
H: 0.04907 -7.09067 -1.18790
C: 2.96666 -0.13896 1.74969
C: -1.77346 -6.23721 -1.41167
H: -2.16413 -4.31550 -0.96930
C: 1.28714 1.40172 2.50727
H: -5.71695 3.04760 0.47354
H: -4.38436 4.12080 2.24963
H: -0.02094 -5.79243 1.24852
H: -1.02036 -4.25652 2.81279
C: -0.57940 3.01688 3.12301
N: -1.41607 -5.03212 -1.08352
H: 0.68786 -5.16938 -1.03385
C: -3.97362 3.30772 1.66296
N: -3.03507 -6.46336 -1.83626
C: -4.70853 2.71286 0.67872
H: -3.40158 -7.39798 -1.81988
N: 2.15375 -2.35514 -0.90318
C: -1.19079 -4.08094 1.74738
C: 0.67418 1.20466 -1.12087
H: -2.12636 -4.58281 1.49373
H: -2.23623 4.29432 3.50434
H: -1.12403 -8.09659 -1.91292
H: 0.05539 3.48131 3.86190
F: -0.36895 1.11973 -2.04726
C: -1.41479 -2.57571 1.54513
H: 4.05215 1.59823 4.45656
H: -3.70028 -5.71063 -1.75390
C: 3.80570 0.28364 2.77258

## Properties
Orbital gap (alpha / beta) ... 7.454 / 7.200 eV
Energy ... -45311.1649 eV
Lowest unoccupied orbital energy (alpha / beta) ... -0.19 / -0.19 eV
Energy relative to the best compared isomer or geometry (same formula, charge and spin) ... 0.054 eV
F_max ... 0.93 eV/Å
Net charge ... 0
Spin multiplicity ... 2

---

# 4
Entry from the Open Molecules 2025 dataset: a molecular structure, C23H25F3NOTb at a distorted geometry (the ωB97M-V functional and the def2-TZVPD basis).

Atoms and positions in Å:
H: -2.06134 0.88724 -3.99952
Tb: -0.79384 -1.30489 1.21473
C: 1.56673 -1.18349 -1.46783
H: -2.97042 3.19669 -3.71530
C: 1.59001 -0.53125 2.22763
C: 1.32131 -0.55682 -0.10580
F: -3.06587 -3.95103 1.09136
F: -2.82860 -3.27783 3.18339
H: -1.25791 1.69488 -0.32082
C: 1.35929 -1.86819 2.72450
C: 0.63479 2.34828 -2.50636
H: 3.26749 -2.15923 0.71170
H: 4.17382 -1.08481 1.78560
H: -2.25443 -0.43929 -1.63449
C: -2.12630 -3.47147 1.99042
H: 1.66118 2.09998 -2.21637
C: -2.32746 -0.26204 -0.56056
H: 4.24023 -0.84502 0.03272
H: 0.91827 -1.52672 0.31018
C: -3.11266 -1.01239 0.36607
C: 2.67831 1.29263 0.78162
H: 0.77373 4.42860 -1.93979
C: 0.54292 0.29402 2.73195
H: 2.00420 -2.73807 2.56197
C: -3.02355 -0.37135 1.64602
C: -2.18653 0.77687 1.49796
C: -1.96007 2.96288 -3.36712
N: 1.66891 -0.30864 -2.54906
C: -1.45796 1.66451 -3.51670
O: 1.40591 -2.43096 -1.48775
H: 1.75812 1.87539 0.65708
H: -1.95364 1.50927 2.26649
H: 0.62364 0.29312 -0.22655
H: -1.14351 -0.13060 4.15458
H: -0.38924 -0.76683 -2.81055
H: 3.25766 1.43069 -0.14210
H: -3.54852 -0.67332 2.55518
C: -1.77005 0.84949 0.14095
H: -0.21742 -2.67541 4.10447
F: -1.27021 -4.53345 2.23535
C: 0.36104 -0.06540 -3.22029
C: -1.16840 3.96186 -2.78220
H: 0.46386 -0.31186 -4.28861
C: -0.30611 -0.49924 3.55716
C: -0.16465 1.34627 -3.06582
H: -3.72124 -1.88125 0.12095
H: 2.37190 -0.62322 -3.21626
C: 0.13360 3.65412 -2.36527
H: 0.47863 1.36355 2.53704
C: 3.58365 -1.12210 0.86580
H: 3.23670 1.72973 1.61687
H: -1.56365 4.97691 -2.66624
C: 2.38397 -0.19016 0.96917
C: 0.18375 -1.84066 3.53244

## Properties
Orbital gap (alpha / beta) ... 8.299 / 8.236 eV
Energy ... -58379.8249 eV
Lowest unoccupied orbital energy (alpha / beta) ... -0.05 / -0.02 eV
Energy relative to the best compared isomer or geometry (same formula, charge and spin) ... 0.000 eV
F_max ... 3.48 eV/Å
Net charge ... 0
Spin multiplicity ... 7